[1]
Computed, not measured: a gas-phase ion, C7H12 (charge +1) in a non-equilibrium geometry, with the ωB97M-V functional and the def2-TZVPD basis.

Atoms and positions in Å:
C 1.900 1.287 0.394
C 1.527 0.199 -0.564
C -0.010 0.071 -0.565
C -0.515 0.515 -1.861
C -0.392 -1.638 0.099
C -0.587 -0.339 0.664
C -1.972 -0.189 1.402
H 1.254 2.159 0.417
H 3.012 1.706 0.378
H 1.703 0.633 1.309
H 1.785 0.428 -1.600
H 1.864 -0.850 -0.300
H -1.133 1.330 -1.868
H -0.867 -0.332 -2.436
H 0.334 -2.441 0.472
H -0.892 -2.004 -0.850
H -2.856 -0.107 0.790
H -2.155 -1.143 2.006
H -2.001 0.715 2.110

Spin multiplicity ... 2
HOMO-LUMO gap (spin up / spin down) ... 6.46 / 6.65 eV
HOMO (spin up / spin down) ... -13.77 / -13.92 eV
LUMO level (spin up / spin down) ... -7.3 / -7.3 eV
Molar mass ... 96.17 g/mol
Energy relative to the best compared isomer or geometry (same formula, charge and spin) ... 145.3 kcal per mole
Net charge ... +1
F_max ... 6.20 eV/Å
Total energy ... -7438.1506 eV

The computed Mulliken charges, all in e, follow:
1. C -0.8927
2. C -0.5436
3. C 0.2677
4. C -0.9545
5. C -0.8763
6. C 1.1059
7. C -1.2181
8. H 0.3143
9. H 0.2973
10. H 0.2883
11. H 0.4585
12. H 0.3123
13. H 0.3857
14. H 0.3423
15. H 0.3413
16. H 0.2875
17. H 0.3843
18. H 0.3523
19. H 0.3475

---

[2]
Computed, not measured: a molecular structure, C7H12AgBr6O3 in a non-equilibrium geometry, with the ωB97M-V functional and the def2-TZVPD basis.

Atoms and positions in Å:
Ag 0.102 0.059 0.415
C -2.519 -0.665 -0.275
O -2.238 -0.042 0.838
O -1.474 -1.153 -0.920
O -3.682 -0.751 -0.776
Br 1.765 -1.064 2.300
C 2.548 -2.083 3.794
C 1.580 -2.000 4.960
Br 2.438 -2.608 6.622
H 3.454 -1.574 4.120
H 2.833 -3.097 3.532
H 0.639 -2.515 4.789
H 1.346 -0.952 5.128
Br 2.003 -0.200 -1.640
C 1.299 -0.874 -3.385
C 2.509 -1.126 -4.229
Br 1.894 -2.076 -5.837
H 0.663 -0.110 -3.816
H 0.782 -1.745 -3.006
H 3.261 -1.739 -3.735
H 3.070 -0.237 -4.511
Br -0.673 2.671 -0.777
C -2.573 2.609 -0.287
C -3.201 3.964 -0.567
Br -3.472 4.361 -2.459
H -2.568 2.409 0.780
H -3.025 1.758 -0.794
H -2.584 4.766 -0.173
H -4.177 4.015 -0.089

HOMO-LUMO gap ... 4.89 eV
HOMO ... -2.99 eV
LUMO level ... 1.9 eV
Molar mass ... 731.46 g/mol
Energy relative to the best compared isomer or geometry (same formula, charge and spin) ... 17.7 kcal per mole
Net charge ... -1
F_max ... 1.92 eV/Å
Total energy ... -437851.3071 eV

The computed Mulliken charges, all in e, follow:
1. Ag 0.4117
2. C 0.8815
3. O -0.8139
4. O -0.8177
5. O -0.7677
6. Br 0.0307
7. C -0.6092
8. C -0.6006
9. Br -0.1918
10. H 0.3505
11. H 0.3760
12. H 0.4071
13. H 0.3553
14. Br -0.1424
15. C -0.6038
16. C -0.5720
17. Br -0.1895
18. H 0.3827
19. H 0.3949
20. H 0.3953
21. H 0.3909
22. Br -0.1925
23. C -0.5390
24. C -0.6142
25. Br -0.1808
26. H 0.3545
27. H 0.3305
28. H 0.3684
29. H 0.4051

---

[3]
Computed, not measured: a molecular structure, C7H12BBrClF3OPSV in a non-equilibrium geometry, with the ωB97M-V functional and the def2-TZVPD basis.

Atoms and positions in Å:
C -3.044 2.439 -0.262
C -2.053 1.285 0.184
Br -2.801 -0.398 -0.496
C -0.663 1.626 -0.408
B 0.527 0.573 -0.011
S 0.114 -0.509 1.470
C 1.081 -0.253 -1.312
C 0.591 -1.752 -1.475
C 1.435 -2.779 -0.784
F 2.662 -2.901 -1.129
C 0.969 -3.632 0.232
F 1.703 -3.645 1.502
F -0.009 -4.491 0.108
P 2.066 1.718 0.574
O 1.623 2.742 1.770
Cl 3.492 0.373 1.269
H -3.732 2.020 -1.014
H -3.656 2.810 0.570
H -2.494 3.244 -0.770
H -2.039 1.344 1.284
H -0.405 2.620 0.015
H -0.728 1.782 -1.497
H 0.394 0.155 2.628
H 2.186 -0.292 -1.245
H 0.815 0.341 -2.195
H -0.458 -1.937 -1.190
H 0.657 -1.980 -2.561
H 1.490 2.221 2.585
V 0.279 -2.723 2.159

HOMO-LUMO gap ... 4.17 eV
HOMO ... -15.12 eV
LUMO level ... -11.0 eV
Molar mass ... 409.32 g/mol
Net charge ... +2
F_max ... 4.61 eV/Å
Total energy ... -146681.5611 eV

The computed Mulliken charges, all in e, follow:
1. C -1.1796
2. C -0.0660
3. Br -0.1355
4. C -0.8658
5. B 0.5514
6. S 0.0577
7. C -0.8042
8. C -0.4398
9. C 0.7147
10. F -0.1627
11. C -0.0142
12. F -0.2771
13. F -0.1743
14. P 0.1882
15. O -0.3621
16. Cl -0.1474
17. H 0.3698
18. H 0.3375
19. H 0.3647
20. H 0.4073
21. H 0.4976
22. H 0.3265
23. H 0.2361
24. H 0.5893
25. H 0.3174
26. H 0.1521
27. H 0.4508
28. H 0.3415
29. V 0.7259

---

[4]
Computed, not measured: a molecular structure, C7H12Br15N2O4S2, with the ωB97M-V functional and the def2-TZVPD basis.

Atoms and positions in Å:
C 0.849 -2.953 0.955
N -0.517 -2.706 1.425
C -1.286 -1.872 0.523
S -2.961 -1.618 1.094
O -2.837 -0.956 2.396
O -3.585 -0.790 0.050
N -3.523 -3.087 1.140
S -5.108 -3.334 1.069
O -5.663 -3.658 2.376
O -5.423 -4.224 -0.039
H 1.594 -2.579 1.669
H 1.026 -4.027 0.817
H 1.043 -2.459 -0.007
H -0.489 -2.240 2.321
H -0.898 -0.842 0.420
H -1.349 -2.320 -0.473
H -5.610 -2.123 0.740
C 4.357 -1.873 -1.501
Br 5.867 -2.719 -0.660
Br 3.012 -3.153 -1.992
Br 3.651 -0.450 -0.424
H 4.716 -1.425 -2.418
C 6.643 0.719 -4.135
Br 5.311 1.914 -3.443
Br 7.981 0.314 -2.815
Br 5.859 -0.882 -4.866
H 7.137 1.224 -4.953
C -5.779 1.462 0.963
Br -6.186 1.601 2.837
Br -7.332 0.957 -0.059
Br -5.013 3.099 0.294
H -5.033 0.683 0.832
C -5.317 3.442 6.777
Br -3.645 2.696 7.357
Br -6.558 2.077 6.256
Br -6.067 4.614 8.112
H -5.116 4.044 5.902
C 7.309 4.770 -5.796
Br 6.044 5.871 -4.863
Br 8.659 4.078 -4.611
Br 6.435 3.339 -6.738
H 7.803 5.388 -6.532

HOMO-LUMO gap ... 6.30 eV
HOMO ... -5.57 eV
LUMO level ... 0.7 eV
Molar mass ... 1450.88 g/mol
Net charge ... -1
F_max ... 0.90 eV/Å
Total energy ... -1090930.6227 eV

The computed Mulliken charges, all in e, follow:
1. C -0.6122
2. N -0.3190
3. C -0.8577
4. S 1.1507
5. O -0.7195
6. O -0.7371
7. N -0.3893
8. S 0.9128
9. O -0.6359
10. O -0.6691
11. H 0.2702
12. H 0.2579
13. H 0.1236
14. H 0.2506
15. H 0.3946
16. H 0.4486
17. H 0.1128
18. C 0.5040
19. Br -0.0221
20. Br -0.0199
21. Br -0.0173
22. H -0.4543
23. C -0.2042
24. Br 0.0788
25. Br 0.0208
26. Br -0.0514
27. H 0.1550
28. C 0.5370
29. Br 0.0543
30. Br -0.0455
31. Br -0.0752
32. H -0.4049
33. C -0.2959
34. Br 0.0059
35. Br -0.0274
36. Br -0.0440
37. H 0.3211
38. C -0.3153
39. Br 0.0088
40. Br -0.0045
41. Br -0.0233
42. H 0.3376

---

[5]
Computed, not measured: C7H12BrFI2OSi in the gas phase in a non-equilibrium geometry, with the ωB97M-V functional and the def2-TZVPD basis.

Atoms and positions in Å:
C -2.151 1.429 1.924
C -1.418 -0.028 2.145
I -2.797 -1.633 1.595
C 0.035 -0.059 1.387
I 1.469 -1.505 2.296
Si -0.049 -0.251 -0.531
C 1.603 0.560 -1.216
C 1.588 2.202 -0.938
F 0.520 2.753 -1.829
C -0.217 -2.123 -0.981
C 0.665 -2.602 -2.277
O 0.110 -2.494 -3.514
Br 2.524 -3.385 -2.039
H -1.371 2.293 2.112
H -2.499 1.458 0.791
H -3.066 1.579 2.660
H -1.191 -0.160 3.306
H 0.536 1.005 1.589
H -1.184 0.467 -1.097
H 1.729 0.412 -2.377
H 2.536 0.076 -0.693
H 2.624 2.667 -1.223
H 1.368 2.470 0.189
H -1.372 -2.299 -1.224
H 0.006 -2.832 -0.054

HOMO-LUMO gap ... 9.59 eV
HOMO ... -9.84 eV
LUMO level ... -0.3 eV
Molar mass ... 492.97 g/mol
SMILES ... C[C@@H](I)[C@@H](I)[Si@@H](CCF)CC(=O)Br
F_max ... 9.48 eV/Å
Total energy ... -106336.9222 eV

The computed Mulliken charges, all in e, follow:
1. C -0.9357
2. C -0.4354
3. I 0.0756
4. C -0.6415
5. I 0.0578
6. Si 0.4085
7. C -0.6713
8. C -0.2275
9. F -0.3186
10. C -0.2891
11. C 0.2579
12. O -0.5151
13. Br -0.1441
14. H 0.2974
15. H 0.2833
16. H 0.3292
17. H 0.4693
18. H 0.3576
19. H -0.1217
20. H 0.3437
21. H 0.3609
22. H 0.2760
23. H 0.1903
24. H 0.2371
25. H 0.3550

---

[6]
Computed, not measured: a molecular structure, C7H12BrFO3S in a non-equilibrium geometry, with the ωB97M-V functional and the def2-TZVPD basis.

Atoms and positions in Å:
C -0.173 2.231 0.190
C 0.342 -0.115 0.568
C -0.670 1.008 0.880
C 1.464 3.046 -1.988
C -0.917 -1.985 -0.638
C -0.800 -1.916 1.814
C -0.076 -1.623 0.555
O -0.618 1.246 -2.335
O 1.007 0.232 -0.703
O 1.078 -2.430 0.442
F -1.936 0.641 0.416
S 0.450 1.670 -1.416
Br 2.193 2.515 -3.599
H -0.799 3.146 0.214
H 0.844 2.532 0.601
H 1.215 -0.048 1.379
H -0.840 1.075 1.944
H 2.245 2.934 -1.159
H -1.823 -1.370 -1.068
H -1.084 -3.034 -0.717
H -0.228 -1.817 -1.612
H -1.121 -3.024 1.956
H -0.014 -1.812 2.498
H -1.473 -1.111 1.981
H 1.735 -1.990 -0.204

Spin multiplicity ... 3
HOMO-LUMO gap (spin up / spin down) ... 6.22 / 7.76 eV
HOMO (spin up / spin down) ... -5.96 / -10.33 eV
LUMO level (spin up / spin down) ... 0.3 / -2.6 eV
Molar mass ... 275.14 g/mol
F_max ... 5.79 eV/Å
Total energy ... -97183.3408 eV

The computed Mulliken charges, all in e, follow:
1. C -1.0447
2. C -0.2491
3. C -0.0362
4. C -0.3207
5. C -1.3489
6. C -1.6913
7. C 1.5428
8. O -0.6319
9. O -0.4080
10. O -0.6167
11. F -0.3102
12. S 0.8310
13. Br 0.0073
14. H 0.4690
15. H 0.3819
16. H 0.2045
17. H 0.5095
18. H 0.2760
19. H 0.2127
20. H 0.4394
21. H 0.2114
22. H 0.3051
23. H 0.5123
24. H 0.3560
25. H 0.3986

---

[7]
Computed, not measured: a gas-phase ion, C7H12BrN5 (charge +2) in a non-equilibrium geometry, with the ωB97M-V functional and the def2-TZVPD basis.

Atoms and positions in Å:
C 0.182 2.040 0.636
C -0.803 1.596 -0.153
C -1.772 0.839 -0.723
C -0.928 -1.466 -0.297
C 1.641 1.723 0.422
C 1.806 0.224 0.297
C 1.588 -0.679 1.510
N 0.306 -1.398 -0.725
N -1.850 -0.448 -0.244
N -1.324 -2.678 0.063
N -2.680 1.227 -1.640
N 1.207 -0.459 -0.817
Br 3.933 -0.108 -0.254
H -0.070 2.736 1.424
H 2.139 2.340 -0.279
H 2.072 1.841 1.450
H 0.522 -0.689 1.879
H 2.216 -0.322 2.403
H 1.723 -1.693 1.323
H -2.809 -0.735 -0.257
H -0.612 -3.335 -0.050
H -2.387 -2.973 0.128
H -2.751 2.209 -1.938
H -3.071 0.613 -2.389
H 1.721 -0.404 -1.768

HOMO-LUMO gap (spin up / spin down) ... 7.46 / 5.99 eV
HOMO (spin up / spin down) ... -16.93 / -16.84 eV
LUMO level (spin up / spin down) ... -9.5 / -10.9 eV
Molar mass ... 246.11 g/mol
Energy relative to the best compared isomer or geometry (same formula, charge and spin) ... 36.1 kcal per mole
Net charge ... +2
F_max ... 4.29 eV/Å
Total energy ... -84924.7925 eV

The computed Mulliken charges, all in e, follow:
1. C -0.5288
2. C 0.3169
3. C 0.2199
4. C 0.7281
5. C -0.2777
6. C -0.2286
7. C -1.2978
8. N -0.6091
9. N -0.1872
10. N -0.4103
11. N -0.4076
12. N 0.3063
13. Br -0.0148
14. H 0.4315
15. H 0.5226
16. H 0.3430
17. H 0.3298
18. H 0.3926
19. H 0.5216
20. H 0.3137
21. H 0.2575
22. H 0.2884
23. H 0.2962
24. H 0.2880
25. H 0.4058

---

[8]
Computed, not measured: a molecular structure, C7H12Cl2N3 in a non-equilibrium geometry, with the ωB97M-V functional and the def2-TZVPD basis.

Atoms and positions in Å:
C -0.321 1.656 2.572
C -2.464 1.497 1.502
C -0.349 1.420 0.305
C 0.450 -1.225 0.557
C 1.686 0.137 -1.191
C -0.802 -0.398 -1.578
C 0.285 -0.177 -0.539
N 0.314 1.565 1.530
N -1.762 1.630 2.639
N -1.755 1.253 0.448
Cl -4.127 1.644 1.495
Cl -0.034 2.722 -0.880
H 0.134 1.805 3.451
H -0.358 -1.179 1.327
H 1.355 -1.084 1.044
H 0.369 -2.282 0.223
H 2.275 0.684 -0.502
H 1.857 -0.955 -1.353
H 1.553 0.641 -2.059
H -0.408 -1.116 -2.286
H -1.023 0.498 -2.161
H -1.810 -0.832 -1.000
H -2.275 1.625 3.534
H -2.045 0.807 -0.434

HOMO-LUMO gap ... 8.78 eV
HOMO ... -13.22 eV
LUMO level ... -4.4 eV
Molar mass ... 209.10 g/mol
Energy relative to the best compared isomer or geometry (same formula, charge and spin) ... 0.0 kcal per mole
Net charge ... +1
F_max ... 5.03 eV/Å
Total energy ... -36960.3084 eV

The computed Mulliken charges, all in e, follow:
1. C -0.3126
2. C 0.4626
3. C 0.2379
4. C -1.5981
5. C -1.6300
6. C -1.7315
7. C 1.3926
8. N -0.2947
9. N -0.1675
10. N 0.0624
11. Cl -0.0557
12. Cl -0.1089
13. H 0.5844
14. H 0.3380
15. H 0.4489
16. H 0.3935
17. H 0.4056
18. H 0.4221
19. H 0.5232
20. H 0.4390
21. H 0.3983
22. H 0.3614
23. H 0.2732
24. H 0.1559